The following is a DFT calculation (wB97M-V/def2-TZVPD) of C23H28BrIrN3O2 as an isolated structure.

Calculated values
- spin multiplicity = 1
- charge = +1
- frontier orbital gap (eV) = 6.6288
- LUMO (eV) = -3.371
- E_tot (eV) = -105746.0676
- max |F| (eV/A) = 0.9

Atoms and positions in Å:
Ir -0.10 -0.14 0.15
C 4.82 -0.10 -2.21
C 3.34 -0.09 -2.46
C 2.80 -0.14 -3.73
C 1.42 -0.14 -3.89
C 0.62 -0.09 -2.77
Br -1.24 -0.06 -3.01
N 1.12 -0.04 -1.53
C 2.45 -0.05 -1.40
H 5.38 -0.16 -3.15
H 5.11 -0.95 -1.59
H 5.14 0.81 -1.69
H 3.44 -0.19 -4.60
H 0.97 -0.17 -4.87
H 2.81 -0.03 -0.37
O 1.63 2.89 6.20
C 2.41 3.19 5.06
C 1.80 2.53 3.86
C 2.42 2.62 2.61
C 1.82 2.02 1.53
N 0.67 1.35 1.61
C 0.07 1.24 2.81
C 0.61 1.83 3.95
C -1.19 0.48 2.82
C -2.03 0.38 3.92
C -3.28 -0.20 3.79
C -4.18 -0.31 5.00
O -4.39 0.94 5.61
C -3.67 -0.62 2.52
C -2.78 -0.53 1.48
N -1.54 -0.05 1.63
H 2.03 3.30 6.97
H 3.44 2.83 5.17
H 2.45 4.27 4.88
H 3.35 3.15 2.49
H 2.26 2.09 0.54
H 0.11 1.76 4.90
H -1.73 0.79 4.87
H -3.69 -0.93 5.75
H -5.12 -0.80 4.72
H -5.02 1.46 5.09
H -4.66 -1.04 2.35
H -3.03 -0.86 0.48
C -1.85 -3.51 -0.25
C -0.52 -3.25 0.47
C 0.43 -4.41 0.12
C -0.69 -3.26 1.99
C 0.09 -1.96 -0.06
H -2.28 -4.45 0.10
H -1.70 -3.58 -1.32
H -2.57 -2.71 -0.07
H 0.02 -5.37 0.45
H 1.41 -4.28 0.59
H 0.59 -4.48 -0.96
H -1.08 -4.23 2.31
H -1.39 -2.50 2.34
H 0.26 -3.09 2.49
H 0.95 -2.23 -0.69

Löwdin atomic charge list, values in e, 8 entries: 1.09, -0.03, -0.24, 0.00, -0.08, -0.74, 0.80, -0.18

***

The following is a DFT calculation (wB97M-V/def2-TZVPD) of C23H28BrIrN3O2 as an isolated structure.

Calculated values
- spin multiplicity = 1
- charge = +1
- frontier orbital gap (eV) = 6.8384
- LUMO (eV) = -3.418
- E_tot (eV) = -105746.3216
- max |F| (eV/A) = 0.4

Atoms and positions in Å:
Ir 0.88 0.41 -0.51
C -0.18 5.60 0.70
C 0.78 4.69 0.00
C 1.95 5.14 -0.59
C 2.81 4.25 -1.20
C 2.48 2.90 -1.21
Br 3.64 1.69 -2.04
N 1.36 2.44 -0.66
C 0.54 3.33 -0.06
H 0.17 6.63 0.68
H -0.31 5.31 1.74
H -1.16 5.58 0.22
H 2.20 6.19 -0.57
H 3.73 4.57 -1.67
H -0.34 2.90 0.41
O -5.80 -1.15 -1.28
C -5.37 0.14 -1.66
C -3.88 0.22 -1.54
C -3.21 1.41 -1.80
C -1.84 1.44 -1.68
N -1.11 0.38 -1.32
C -1.75 -0.78 -1.06
C -3.12 -0.89 -1.17
C -0.86 -1.91 -0.73
C -1.28 -3.22 -0.68
C -0.34 -4.24 -0.58
C -0.80 -5.68 -0.53
O -1.68 -5.99 -1.60
C 1.00 -3.89 -0.59
C 1.35 -2.56 -0.60
N 0.45 -1.57 -0.60
H -6.76 -1.20 -1.35
H -5.82 0.92 -1.03
H -5.64 0.35 -2.70
H -3.75 2.30 -2.10
H -1.28 2.35 -1.90
H -3.63 -1.82 -0.96
H -2.32 -3.47 -0.78
H -1.38 -5.84 0.38
H 0.06 -6.35 -0.50
H -1.17 -6.09 -2.41
H 1.78 -4.65 -0.58
H 2.38 -2.24 -0.59
C 3.66 -1.11 1.76
C 2.35 -0.43 2.18
C 2.66 0.43 3.41
C 1.29 -1.46 2.59
C 1.88 0.49 1.05
H 4.03 -1.73 2.57
H 4.42 -0.36 1.53
H 3.55 -1.74 0.88
H 3.03 -0.19 4.23
H 1.76 0.95 3.76
H 3.43 1.18 3.19
H 1.66 -2.03 3.45
H 1.04 -2.16 1.80
H 0.37 -0.95 2.90
H 2.07 1.52 1.40

Löwdin atomic charge list, values in e, 8 entries: 1.08, -0.03, -0.24, 0.00, -0.08, -0.75, 0.80, -0.18

***

The following is a DFT calculation (wB97M-V/def2-TZVPD) of a 4-piece molecular cluster, C23H28BrN3O7S2 overall in a non-equilibrium geometry.

Calculated values
- spin multiplicity = 1
- SMILES string = CC(=O)OCCCC[C@@]1(Br)OS(=O)(=O)O[C@]1(O)S.c1ccncc1.c1ccncc1.c1ccncc1
- charge = 0
- frontier orbital gap (eV) = 9.3263
- LUMO (eV) = -0.061
- E_tot (eV) = -134818.9022
- max |F| (eV/A) = 2.4

Atoms and positions in Å:
C 1.48 -2.92 -1.48
C 1.22 -1.65 -0.70
O 0.49 -1.65 0.22
O 1.93 -0.59 -1.13
C 1.22 0.65 -1.05
C 0.54 1.02 -2.36
C -0.77 0.27 -2.58
C -1.95 0.91 -1.85
C -3.20 0.03 -2.02
Br -4.47 1.01 -3.20
O -3.01 -1.16 -2.76
S -4.10 -2.28 -2.40
O -5.03 -2.27 -3.46
O -3.61 -3.57 -2.14
O -4.68 -1.53 -1.09
C -3.82 -0.49 -0.70
O -2.86 -1.07 0.14
S -4.69 0.89 0.12
H 2.49 -3.29 -1.32
H 0.77 -3.68 -1.18
H 1.33 -2.73 -2.54
H 0.53 0.72 -0.21
H 1.97 1.41 -0.87
H 0.41 2.10 -2.38
H 1.22 0.71 -3.15
H -0.64 -0.74 -2.21
H -1.03 0.25 -3.63
H -2.20 1.86 -2.30
H -1.75 1.10 -0.80
H -2.73 -0.44 0.85
H -3.68 1.43 0.84
C 3.06 2.17 4.55
C 3.99 2.10 3.53
C 3.52 2.03 2.22
N 2.24 2.03 1.90
C 1.36 2.09 2.90
C 1.71 2.17 4.23
H 3.38 2.22 5.58
H 5.05 2.09 3.73
H 4.21 1.97 1.39
H 0.31 2.09 2.60
H 0.96 2.22 5.00
C 7.12 4.09 -1.38
C 7.05 2.71 -1.27
C 5.81 2.10 -1.35
N 4.67 2.77 -1.52
C 4.75 4.09 -1.61
C 5.94 4.80 -1.55
H 8.07 4.60 -1.32
H 7.95 2.11 -1.13
H 5.71 1.02 -1.27
H 3.81 4.61 -1.75
H 5.95 5.88 -1.64
C -4.53 -4.48 1.44
C -5.05 -5.47 2.25
C -5.91 -5.09 3.27
N -6.27 -3.84 3.51
C -5.77 -2.90 2.71
C -4.90 -3.16 1.67
H -3.85 -4.73 0.63
H -4.79 -6.51 2.11
H -6.34 -5.84 3.94
H -6.08 -1.88 2.94
H -4.51 -2.37 1.05

Löwdin atomic charge list, values in e, 8 entries: 0.03, -0.58, 0.13, 0.01, -0.19, -0.14, -0.17, -0.18

***

The following is a DFT calculation (wB97M-V/def2-TZVPD) of C23H28Cl3N4O5SV as an isolated structure.

Calculated values
- ⟨S²⟩ = 1.104
- spin multiplicity = 2
- charge = -1
- frontier orbital gap (alpha / beta) (eV) = 6.6912 / 5.0563
- LUMO (alpha / beta) (eV) = 2.511 / 2.511
- E_tot (eV) = -114597.8600
- max |F| (eV/A) = 0.9

Atoms and positions in Å:
V -1.31 -0.24 -0.03
N -2.68 2.47 3.19
C -2.08 1.57 2.32
S -2.28 1.89 0.63
N -1.45 0.59 2.87
N -0.93 -0.33 1.96
C -0.10 -1.16 2.53
C 0.64 -2.19 1.86
C 1.42 -3.05 2.67
C 2.20 -4.06 2.15
C 2.20 -4.26 0.76
C 1.45 -3.44 -0.05
C 0.68 -2.37 0.45
O 0.02 -1.61 -0.40
H -2.79 3.40 2.82
H -2.30 2.43 4.13
H 0.06 -1.04 3.60
H 1.40 -2.88 3.74
H 2.78 -4.70 2.80
H 2.78 -5.06 0.33
H 1.44 -3.58 -1.13
Cl -5.10 -3.10 -5.48
C -4.46 -2.57 -3.93
C -3.44 -1.64 -3.89
C -2.97 -1.25 -2.66
Cl -1.69 -0.06 -2.57
C -3.44 -1.73 -1.42
O -2.99 -1.34 -0.28
C -4.50 -2.67 -1.55
Cl -5.17 -3.32 -0.09
C -5.00 -3.09 -2.76
H -3.03 -1.23 -4.80
H -5.80 -3.81 -2.79
O 2.14 3.54 -1.84
C 1.37 2.45 -1.85
O 0.19 2.50 -1.61
C 2.13 1.16 -2.13
N 3.56 1.48 -2.23
C 4.08 0.96 -3.50
C 2.86 0.96 -4.41
C 1.75 0.50 -3.46
H 1.91 0.51 -1.27
H 4.05 1.13 -1.43
H 3.05 3.16 -1.99
H 4.48 -0.06 -3.39
H 4.89 1.60 -3.88
H 2.98 0.30 -5.27
H 2.66 1.97 -4.77
H 1.78 -0.58 -3.34
H 0.75 0.77 -3.78
C 4.37 -1.42 -0.16
C 3.93 -0.72 1.11
O 3.13 0.41 0.79
C 2.72 1.08 1.98
C 1.70 2.17 1.69
H 4.88 -2.35 0.08
H 5.06 -0.80 -0.74
H 3.51 -1.66 -0.78
H 4.81 -0.39 1.69
H 3.36 -1.41 1.73
H 3.61 1.51 2.45
H 2.29 0.35 2.68
H 2.12 2.95 1.04
H 1.42 2.64 2.64
H 0.77 1.80 1.26

Löwdin atomic charge list, values in e, 8 entries: 0.55, 0.03, -0.89, 0.60, -0.02, -0.14, -0.12, -0.16

***

The following is a DFT calculation (wB97M-V/def2-TZVPD) of C23H28CoN3O2 as an isolated structure.

Calculated values
- ⟨S²⟩ = 3.776
- spin multiplicity = 4
- charge = -1
- frontier orbital gap (alpha / beta) (eV) = 4.0766 / 4.5085
- LUMO (alpha / beta) (eV) = 2.721 / 2.719
- E_tot (eV) = -70497.2773
- max |F| (eV/A) = 0.6

Atoms and positions in Å:
Co 0.62 -0.70 0.05
O 0.01 -2.34 -1.05
C 0.59 -3.10 -1.88
C -0.16 -4.11 -2.57
C 0.42 -4.99 -3.44
C 1.80 -4.96 -3.70
C 2.55 -4.00 -3.06
C 1.99 -3.07 -2.18
C 2.87 -2.05 -1.58
N 2.62 -1.24 -0.57
C 3.75 -0.49 -0.37
C 4.70 -0.83 -1.27
N 4.13 -1.83 -2.04
H -1.22 -4.13 -2.36
H -0.21 -5.73 -3.94
H 2.26 -5.68 -4.37
H 3.62 -4.00 -3.23
H 3.80 0.23 0.43
H 5.71 -0.48 -1.44
H 4.54 -2.28 -2.83
C -0.46 0.78 4.05
C -0.86 0.65 2.57
C -0.83 2.07 1.98
C 0.10 -0.29 1.84
C -2.31 0.16 2.45
C -3.13 -0.16 3.52
C -4.43 -0.63 3.33
C -4.95 -0.77 2.05
C -4.14 -0.44 0.97
C -2.85 0.01 1.16
H 0.57 1.14 4.07
H -0.48 -0.19 4.54
H -1.09 1.48 4.61
H 0.19 2.46 2.06
H -1.52 2.75 2.49
H -1.11 2.05 0.92
H 0.20 -1.19 2.47
H -2.76 -0.05 4.53
H -5.04 -0.89 4.19
H -5.96 -1.15 1.90
H -4.52 -0.56 -0.05
H -2.21 0.20 0.31
C -1.37 3.01 -1.98
N -0.10 3.31 -1.36
C 0.09 4.66 -0.84
C 0.65 2.26 -0.92
C 1.87 2.51 -0.08
O 0.33 1.11 -1.23
H -1.67 3.85 -2.61
H -2.15 2.84 -1.23
H -1.28 2.11 -2.58
H -0.47 5.35 -1.47
H 1.13 4.95 -0.87
H -0.28 4.75 0.19
H 1.79 3.41 0.54
H 2.74 2.59 -0.72
H 1.96 1.64 0.57

Löwdin atomic charge list, values in e, 8 entries: 0.51, -0.11, -0.38, -0.03, -0.13, -0.14, -0.09, -0.09

***

The following is a DFT calculation (wB97M-V/def2-TZVPD) of a 7-piece molecular cluster, C23H28F7INO18 overall in a non-equilibrium geometry.

Calculated values
- spin multiplicity = 1
- charge = -1
- frontier orbital gap (eV) = 4.7136
- LUMO (eV) = 1.685
- E_tot (eV) = -89773.9698
- max |F| (eV/A) = 4.7

Atoms and positions in Å:
C -1.09 0.73 -0.31
C -1.18 -0.69 -0.99
C -2.53 -1.37 -0.62
I -2.12 -3.53 -0.23
N -3.53 -1.25 -1.61
C -4.82 -1.13 -0.94
C -5.10 0.37 -0.54
F -6.11 0.99 -1.31
H -0.40 0.67 0.54
H -2.07 1.05 0.08
H -0.69 1.48 -1.03
H -0.36 -1.33 -0.61
H -1.02 -0.56 -2.08
H -2.89 -0.93 0.33
H -5.66 -1.56 -1.53
H -4.79 -1.70 0.03
H -4.15 0.92 -0.65
H -5.40 0.43 0.53
C 0.50 0.82 4.37
C -0.59 1.41 5.22
O -1.64 1.58 4.29
C -1.47 0.61 3.34
O -2.30 0.29 2.56
O -0.23 0.07 3.41
F -0.23 2.63 5.71
H 1.09 1.58 3.86
H 1.17 0.18 4.94
H -0.92 0.77 6.04
C 3.21 5.04 1.27
C 3.93 3.71 1.33
O 3.07 2.93 2.14
C 1.81 3.42 1.94
O 0.82 2.85 2.24
O 1.84 4.64 1.35
F 5.13 3.82 1.96
H 3.46 5.68 2.12
H 3.42 5.58 0.35
H 4.06 3.23 0.36
C 1.69 -4.24 0.90
C 2.66 -3.31 0.22
O 3.89 -3.63 0.84
C 3.80 -4.93 1.21
O 4.74 -5.60 1.52
O 2.52 -5.37 1.18
F 2.36 -2.01 0.47
H 1.31 -3.83 1.83
H 0.85 -4.51 0.26
H 2.74 -3.46 -0.86
C 7.76 1.38 3.20
C 8.39 1.56 4.55
O 7.27 1.55 5.42
C 6.32 0.78 4.82
O 5.37 0.34 5.36
O 6.62 0.58 3.51
F 9.02 2.76 4.66
H 7.43 2.33 2.77
H 8.42 0.88 2.50
H 9.08 0.76 4.84
C -4.00 1.10 -3.76
C -3.01 2.20 -3.94
O -2.70 2.13 -5.32
C -3.81 1.63 -5.93
O -4.01 1.68 -7.10
O -4.66 1.08 -5.04
F -1.87 1.98 -3.23
H -3.53 0.13 -3.58
H -4.70 1.29 -2.95
H -3.39 3.20 -3.70
C -4.05 -3.34 -6.21
C -4.72 -2.88 -4.95
O -3.83 -3.33 -3.95
C -2.59 -3.35 -4.51
O -1.58 -3.42 -3.90
O -2.67 -3.27 -5.87
F -5.92 -3.48 -4.78
H -4.31 -4.37 -6.47
H -4.27 -2.69 -7.07
H -4.83 -1.79 -4.87

Löwdin atomic charge list, values in e, 8 entries: -0.10, -0.28, -0.82, 0.58, -0.16, -0.28, -0.18, -0.11